1.
This record from the Open Molecules 2025 dataset describes C5H4N2O2 as an isolated structure in a non-equilibrium geometry. The level of theory is the ωB97M-V functional and the def2-TZVPD basis.

Geometry as XYZ:
```
13
Properties=species:S:1:pos:R:3:forces:R:3
C 0.861 -0.638 1.044 -1.949 -0.164 -1.147
C -0.028 0.235 0.505 0.805 0.637 -3.392
C -0.050 1.653 0.815 -1.564 0.147 4.439
C -0.488 2.465 -0.203 -0.175 0.237 1.365
C -0.701 0.225 -1.035 0.151 -0.799 0.942
H 1.508 -0.274 1.826 0.260 -0.480 0.402
H -0.148 1.686 2.167 0.761 1.140 -4.544
H -0.705 3.621 -0.136 0.450 -2.753 -0.378
H -1.610 1.943 -2.065 3.603 -0.628 2.487
N 0.797 -2.080 0.620 -2.252 4.019 -2.341
N -0.668 1.705 -1.395 -3.580 -1.339 -1.789
O 1.401 -2.777 1.300 2.576 -2.969 2.765
O -1.090 -0.723 -1.691 0.912 2.952 1.192
```
Forces are in eV/Å.

Its LUMO energy is -1.0 eV. The calculation puts the HOMO energy at -8.84 eV. The energy above the lowest of the compared OMol25 structures with the same formula, charge and spin is 142.98 kcal per mole. The molecular weight comes out at 124.1 g mol⁻¹.

=====

2.
This record from the Open Molecules 2025 dataset describes C5H4N2OS in the gas phase in a non-equilibrium geometry. The level of theory is the ωB97M-V functional and the def2-TZVPD basis.

Geometry as XYZ:
```
13
Properties=species:S:1:pos:R:3:forces:R:3
C -0.748 -1.372 0.070 2.684 2.361 -0.212
C -0.122 -0.115 -0.009 -0.092 -2.812 0.194
C -0.645 1.139 -0.082 -1.523 1.740 -0.095
C 1.336 -0.036 -0.196 0.360 0.059 -0.146
C 1.824 1.200 -0.096 -0.351 -0.077 0.358
N -2.966 -0.838 0.698 0.590 0.964 0.073
N -2.052 -1.586 0.364 -2.118 -1.278 0.314
O 0.526 3.463 -0.644 -0.032 0.748 -0.254
S 0.537 2.408 0.367 0.018 -1.634 -0.041
H -0.163 -2.256 -0.125 0.012 -0.199 0.174
H 1.914 -0.924 -0.407 0.223 -0.028 -0.042
H 2.847 1.512 -0.190 0.158 0.096 -0.082
H -2.289 -2.594 0.250 0.070 0.062 -0.241
```
Forces are in eV/Å.

Its LUMO energy (alpha / beta) is -2.3 / -2.4 eV. The calculation puts the HOMO energy (alpha / beta) at -8.69 / -8.59 eV. The energy above the lowest of the compared OMol25 structures with the same formula, charge and spin is 168.54 kcal per mole. The molecular weight comes out at 140.2 g mol⁻¹.

=====

3.
This record from the Open Molecules 2025 dataset describes C5H4NO2S2 as an isolated structure in a non-equilibrium geometry. The level of theory is the ωB97M-V functional and the def2-TZVPD basis.

Geometry as XYZ:
```
14
Properties=species:S:1:pos:R:3:forces:R:3
C 1.962 -0.054 -1.066 -0.953 -0.223 2.935
C 2.790 0.107 0.022 -0.016 0.142 -0.244
C 0.428 -0.217 0.530 -3.690 0.221 1.466
C -1.925 0.770 -0.024 1.164 0.814 1.286
C -1.563 -0.273 0.988 2.997 -1.578 -0.688
N 0.608 -0.264 -0.715 1.774 0.144 -1.867
O -2.330 0.268 -1.143 -1.114 -1.078 -0.975
O -1.702 1.951 0.263 -0.810 -0.816 -1.060
S 1.821 0.120 1.479 0.414 -0.330 -0.362
S -2.201 -1.877 0.627 0.008 0.330 0.336
H 2.141 0.017 -2.088 0.815 -0.086 -1.458
H 3.882 0.208 0.134 -0.809 0.058 -0.446
H -1.416 0.084 1.988 -0.545 0.104 0.411
H -2.497 -0.842 -0.993 0.765 2.298 0.665
```
Forces are in eV/Å.

Its LUMO energy is 3.0 eV. The calculation puts the HOMO energy at -3.77 eV. The energy above the lowest of the compared OMol25 structures with the same formula, charge and spin is 4.19 kcal per mole. The charge is -1. The molecular weight comes out at 174.2 g mol⁻¹.

=====

4.
This record from the Open Molecules 2025 dataset describes a 2-piece molecular cluster, C5H4NO4 overall in a non-equilibrium geometry. The level of theory is the ωB97M-V functional and the def2-TZVPD basis.

Geometry as XYZ:
```
14
Properties=species:S:1:pos:R:3:forces:R:3
C 2.013 -1.223 0.466 2.134 1.109 1.223
C 0.421 1.947 -0.456 1.565 1.748 0.424
C -1.257 -0.248 -0.531 -0.960 0.396 -2.904
C -1.079 0.067 0.877 2.222 0.004 -0.942
C -0.500 0.982 -0.164 -1.702 -4.367 0.501
N 1.607 -2.153 -0.134 -0.632 0.062 -0.218
O -0.907 2.271 -0.561 -0.549 2.452 -0.176
O 2.734 -0.460 1.105 -0.882 -0.388 -0.310
O 1.434 2.559 -0.414 -0.167 -0.270 -0.595
O 0.673 -2.565 -0.946 -0.664 -0.831 -0.740
H -0.677 -1.019 -1.022 0.159 -0.656 0.466
H -2.248 -0.066 -1.054 1.232 0.047 0.825
H -1.799 0.478 1.447 -2.694 1.222 1.738
H -0.415 -0.569 1.387 0.939 -0.530 0.709
```
Forces are in eV/Å.

Its LUMO energy is 3.6 eV. The calculation puts the HOMO energy at -3.10 eV. The energy above the lowest of the compared OMol25 structures with the same formula, charge and spin is 129.70 kcal per mole. The charge is -1. The molecular weight comes out at 142.1 g mol⁻¹.

=====

5.
This record from the Open Molecules 2025 dataset describes C5H4O in the gas phase in a non-equilibrium geometry. The level of theory is the ωB97M-V functional and the def2-TZVPD basis.

Geometry as XYZ:
```
10
Properties=species:S:1:pos:R:3:forces:R:3
C 1.685 2.404 -0.682 0.467 -1.485 -1.622
C 0.534 1.889 -0.202 0.816 2.532 1.101
C 0.100 0.542 -0.187 -0.155 -0.899 0.042
C -0.265 -0.605 -0.044 -0.115 0.612 0.359
C -0.618 -1.991 0.297 0.759 1.246 -1.235
O -1.637 -2.334 0.805 -0.799 -0.292 0.624
H 1.948 3.465 -0.540 -0.230 -0.731 -0.022
H 2.369 1.776 -1.366 -1.042 1.096 1.338
H 0.003 2.663 0.427 -0.035 -1.352 -0.697
H 0.153 -2.669 -0.052 0.335 -0.728 0.112
```
Forces are in eV/Å.

Its LUMO energy is -0.4 eV. The calculation puts the HOMO energy at -9.77 eV. The energy above the lowest of the compared OMol25 structures with the same formula, charge and spin is 40.39 kcal per mole. The molecular weight comes out at 80.1 g mol⁻¹. Its SMILES is C=CC#CC=O.

=====

6.
This record from the Open Molecules 2025 dataset describes C5H4O in the gas phase in a non-equilibrium geometry. The level of theory is the ωB97M-V functional and the def2-TZVPD basis.

Geometry as XYZ:
```
10
Properties=species:S:1:pos:R:3:forces:R:3
O -2.391 0.032 -0.085 2.071 1.770 0.459
C -1.148 0.121 0.012 -5.728 -1.132 -0.465
C -0.177 1.242 0.110 -1.096 -0.057 -1.820
C 0.920 0.523 -0.162 2.318 6.300 1.922
C 0.889 -0.846 -0.032 -7.108 -1.433 -0.861
C -0.492 -1.190 -0.056 6.294 0.433 0.944
H -0.275 2.355 -0.081 -0.208 -1.765 0.626
H 1.780 1.192 -0.035 0.685 -0.917 -0.977
H 1.763 -1.279 0.112 3.464 -2.997 0.428
H -0.867 -2.150 0.217 -0.690 -0.203 -0.256
```
Forces are in eV/Å.

Its LUMO energy is -1.2 eV. The calculation puts the HOMO energy at -9.17 eV. The energy above the lowest of the compared OMol25 structures with the same formula, charge and spin is 44.03 kcal per mole. The molecular weight comes out at 80.1 g mol⁻¹. Its SMILES is O=C1C=CC=C1.

=====

7.
This record from the Open Molecules 2025 dataset describes a 2-piece molecular cluster, C5H4O overall in a non-equilibrium geometry. The level of theory is the ωB97M-V functional and the def2-TZVPD basis.

Geometry as XYZ:
```
10
Properties=species:S:1:pos:R:3:forces:R:3
C 1.948 1.138 -0.134 -0.558 -0.257 -0.339
C -0.878 -2.182 -1.233 0.641 -1.593 -0.612
C 0.791 0.890 0.033 -1.245 0.973 1.621
C -0.724 -1.069 -0.838 -0.195 4.069 2.364
C -0.574 0.850 0.450 -0.167 -4.632 0.188
O -1.088 0.543 1.672 0.379 0.856 -1.920
H 2.868 1.153 -0.601 1.534 0.181 -0.267
H -0.539 -3.115 -1.584 -0.423 -0.710 -0.313
H -1.376 1.162 -0.093 -1.373 1.439 -2.083
H -0.428 0.631 2.327 1.407 -0.326 1.361
```
Forces are in eV/Å.

Its LUMO energy is -0.7 eV. The calculation puts the HOMO energy at -9.42 eV. The energy above the lowest of the compared OMol25 structures with the same formula, charge and spin is 148.37 kcal per mole. The molecular weight comes out at 80.1 g mol⁻¹.

=====

8.
This record from the Open Molecules 2025 dataset describes C5H4O in the gas phase in a non-equilibrium geometry. The level of theory is the ωB97M-V functional and the def2-TZVPD basis.

Geometry as XYZ:
```
10
Properties=species:S:1:pos:R:3:forces:R:3
C -2.767 -0.445 -0.114 3.008 1.122 1.262
C -1.649 0.129 0.046 -4.417 -2.686 -1.399
C -0.277 0.552 -0.023 0.575 0.823 0.518
C 0.747 -0.337 0.193 -4.372 -0.311 -0.715
C 2.034 0.175 0.060 4.230 0.121 -0.853
O 3.021 -0.529 -0.146 -0.945 0.717 0.423
H -3.719 -1.079 -0.042 1.994 1.593 -0.269
H -0.057 1.673 -0.228 -0.387 -2.079 0.528
H 0.484 -1.433 0.193 0.733 1.336 0.381
H 2.183 1.294 0.061 -0.420 -0.636 0.125
```
Forces are in eV/Å.

Its LUMO energy is -0.8 eV. The calculation puts the HOMO energy at -9.70 eV. The energy above the lowest of the compared OMol25 structures with the same formula, charge and spin is 48.51 kcal per mole. The molecular weight comes out at 80.1 g mol⁻¹. Its SMILES is C#C/C=C/C=O.